Entry from the Open Molecules 2025 dataset: a structure of composition C39H39CoN4O4Te in a non-equilibrium geometry (ωB97M-V/def2-TZVPD).

HOMO (spin up / spin down): -12.789 / -12.785 eV
Net charge: +2
Largest force on an atom: 2.88 eV Å⁻¹
HOMO-LUMO gap (spin up / spin down): 5.32 / 5.44 eV
ΔE to the lowest compared entry with this formula, charge and spin: 1.475 eV

Each line ends with the Löwdin charge.
Geometry (Å):
Co -0.537529 0.476971 1.192809  0.57
C -4.551285 0.585803 3.217470  0.04
C -3.055724 0.452613 3.201555  -0.47
O -2.362411 0.986369 2.317529  -0.13
N -2.524964 -0.282414 4.176190  0.12
C -1.096614 -0.467942 4.373052  -0.08
C -0.543626 -1.607350 3.550535  -0.23
C -0.063581 -2.753240 4.173352  0.01
C 0.444591 -3.790171 3.408397  -0.01
C 0.414050 -3.660858 2.028680  -0.01
C -0.092163 -2.494047 1.484914  -0.10
N -0.537599 -1.472184 2.218954  0.10
H -4.853332 1.448153 2.628500  0.09
H -4.932010 0.698952 4.228672  0.10
H -5.004165 -0.307406 2.784439  0.11
H -3.140965 -0.741613 4.831582  0.17
H -0.922673 -0.655348 5.433318  0.14
H -0.583076 0.450794 4.070528  0.10
H -0.079956 -2.821299 5.250066  0.13
H 0.846611 -4.675587 3.874786  0.13
H 0.782292 -4.444038 1.388059  0.12
H -0.149280 -2.371350 0.412739  0.11
C 2.799775 -2.388685 -4.406874  -0.04
C 2.280648 -1.638632 -3.231508  -0.24
C 3.161111 -0.954490 -2.384683  0.06
C 2.705673 -0.266644 -1.285002  -0.07
C 3.652208 0.561989 -0.464049  -0.32
O 4.234724 1.478328 -0.999837  0.13
C 3.817068 0.258807 0.973596  -0.15
C 4.787103 0.994215 1.663180  -0.01
C 4.974179 0.812248 3.018916  -0.06
C 4.183495 -0.095067 3.708537  -0.06
C 3.230159 -0.840268 3.029536  -0.06
C 3.059655 -0.685621 1.665783  -0.02
C 1.315433 -0.201117 -0.981474  -0.30
O 0.928194 0.478397 0.037984  -0.16
C 0.407438 -0.870515 -1.865822  -0.08
C 0.918851 -1.572909 -2.957139  0.04
C -1.028275 -0.787979 -1.661107  -0.17
N -1.543664 -0.301805 -0.583942  0.04
C -2.974050 -0.153176 -0.420379  -0.26
C -3.373023 1.312846 -0.557905  -0.35
Te -1.792135 2.666524 0.055151  1.64
C -1.073247 2.860844 -1.960851  -0.47
C -1.977028 3.166323 -2.975071  -0.15
C -1.552380 3.214974 -4.291944  -0.07
C -0.226257 2.956780 -4.607132  -0.06
C 0.683245 2.686691 -3.596780  -0.05
C 0.265491 2.655758 -2.276424  -0.13
C -1.898203 -1.271437 -2.766912  -0.22
C -2.531667 -2.508356 -2.689963  -0.03
C -3.388060 -2.907853 -3.700353  -0.05
C -3.624863 -2.075357 -4.781540  -0.05
C -2.982748 -0.852003 -4.867147  -0.04
C -2.109231 -0.451457 -3.871028  -0.01
H 3.885689 -2.363820 -4.434333  0.08
H 2.418549 -1.955417 -5.331463  0.09
H 2.473905 -3.428218 -4.383903  0.09
H 4.220148 -0.968631 -2.596630  0.14
H 5.394950 1.688442 1.103351  0.12
H 5.733972 1.378372 3.535089  0.11
H 4.325219 -0.233688 4.769836  0.11
H 2.624524 -1.552032 3.570209  0.09
H 2.345657 -1.309409 1.150169  0.10
H 0.230794 -2.086240 -3.612843  0.13
H -3.218606 -0.516053 0.579709  0.10
H -3.530029 -0.745281 -1.154868  0.13
H -4.250418 1.533430 0.042992  0.06
H -3.587504 1.555756 -1.596753  0.05
H -3.009341 3.387296 -2.739430  0.10
H -2.256822 3.457327 -5.074214  0.12
H 0.099518 2.983599 -5.636016  0.12
H 1.721926 2.503117 -3.832724  0.12
H 0.989110 2.466456 -1.496824  0.09
H -2.341482 -3.155350 -1.845411  0.12
H -3.870947 -3.869731 -3.642357  0.12
H -4.310849 -2.379752 -5.554533  0.12
H -3.155244 -0.206185 -5.714321  0.12
H -1.591267 0.493637 -3.939903  0.10
C 1.792247 3.004633 4.154235  0.04
C 1.412364 2.402266 2.835570  -0.52
N 1.978175 2.931496 1.756499  0.24
O 0.601662 1.471499 2.760945  -0.04
H 2.864712 3.172440 4.195560  0.09
H 1.488267 2.354316 4.968380  0.09
H 1.290054 3.963580 4.276734  0.10
H 2.660725 3.667656 1.817814  0.14
H 1.784136 2.518324 0.855488  0.09

Force components x, y, z for each atom (eV/Å):
Co -1.24 0.20 -1.66
C 0.02 0.20 -0.15
C -0.26 -0.51 0.58
O 0.97 -0.09 -0.78
N -0.01 -0.10 0.08
C 0.29 0.16 -0.29
C 0.04 -0.06 0.54
C -0.11 0.13 -0.16
C -0.07 0.18 -0.18
C -0.10 0.07 0.15
C 0.05 -0.28 -0.28
N 0.55 0.86 -0.54
H 0.03 -0.01 0.00
H -0.01 -0.01 0.08
H 0.03 -0.04 -0.04
H -0.09 0.15 -0.10
H 0.00 0.07 -0.13
H -0.13 -0.15 0.27
H -0.03 0.02 0.10
H 0.03 -0.10 0.05
H 0.01 -0.07 -0.14
H 0.14 0.07 -0.09
C -0.07 -0.21 -0.33
C -0.32 0.23 0.41
C -0.52 -0.14 -0.22
C -0.87 0.37 0.55
C -0.34 -0.23 -0.30
O 0.13 0.11 0.01
C 0.42 0.12 0.58
C -0.18 -0.17 -0.14
C 0.01 0.08 0.03
C -0.06 0.01 0.00
C 0.05 -0.02 0.09
C 0.17 0.09 -0.14
C 0.16 -1.76 -1.78
O -0.42 1.62 2.34
C 0.46 0.46 0.75
C 0.66 -0.14 -0.30
C 0.77 -0.05 -0.09
N 0.44 0.20 1.91
C -0.33 0.04 0.17
C 0.03 0.12 0.17
Te 0.46 -0.76 -0.49
C 0.09 -0.09 0.16
C -0.17 0.03 0.36
C 0.05 0.04 -0.07
C -0.02 0.00 0.04
C 0.03 0.04 -0.09
C -0.01 -0.06 0.39
C -0.39 0.04 -0.10
C 0.17 0.13 0.08
C 0.01 -0.07 0.01
C -0.03 0.02 0.01
C 0.03 0.06 -0.07
C 0.08 -0.02 0.23
H 0.04 -0.05 -0.07
H 0.07 0.00 -0.09
H 0.06 -0.06 -0.01
H 0.13 0.04 -0.01
H 0.03 0.11 -0.03
H 0.10 0.02 0.08
H 0.00 -0.03 0.10
H -0.03 -0.13 0.04
H -0.03 0.02 -0.11
H -0.03 -0.04 -0.09
H -0.08 0.01 -0.15
H 0.09 0.10 0.18
H -0.03 0.10 0.03
H 0.13 0.12 0.01
H -0.10 -0.01 -0.06
H -0.06 0.03 -0.02
H 0.02 0.01 -0.07
H 0.06 0.01 0.02
H 0.05 -0.10 0.02
H -0.04 -0.09 0.10
H -0.07 -0.12 0.01
H -0.07 -0.06 -0.13
H -0.02 0.05 -0.09
H 0.05 0.13 -0.02
C -0.10 -0.16 0.09
C 0.81 0.74 -0.30
N -0.29 -0.04 -0.20
O -1.53 -1.22 -0.69
H 0.08 0.01 0.04
H 0.03 -0.05 -0.01
H -0.04 0.06 -0.05
H 0.03 -0.03 0.04
H 0.11 -0.10 -0.03